This record from OMol25 describes a structure of composition C28H44B2NO56S10 in a non-equilibrium geometry. The level of theory is ωB97M-V/def2-TZVPD.

Each line ends with the Löwdin charge.
Element x y z (Å)
N 6.9276 -1.9803 7.8210  0.301
H 6.4346 -1.8171 8.6872  0.052
H 6.3717 -2.7115 7.4010  0.047
H 7.7997 -2.4424 8.0356  0.105
H 7.1136 -1.1700 7.2474  0.072
O 0.0054 -6.7357 4.5094  0.117
C 1.1620 -6.3366 4.5054  -0.384
O 1.8100 -5.5528 5.2813  0.225
B 3.2191 -5.3748 4.8478  -0.781
O 3.3738 -6.3103 3.7337  0.277
C 2.2751 -6.8540 3.5002  -0.416
O 2.1714 -7.8566 2.7915  0.106
O 3.4487 -3.9956 4.3301  0.221
C 4.3571 -3.3376 5.0855  -0.314
O 4.8261 -2.2034 5.0405  0.133
C 4.9295 -4.4153 6.0384  -0.296
O 4.2381 -5.4898 5.9522  0.252
O 5.8004 -4.1913 6.9727  0.017
O 12.8144 -6.5332 4.7098  0.078
C 12.5922 -5.6434 5.5868  -0.310
O 12.2976 -4.3581 5.4397  0.210
B 12.1677 -3.7322 6.7930  -0.864
O 12.5997 -4.7926 7.7563  0.188
C 12.8958 -5.9212 7.1234  -0.357
O 13.3097 -6.9729 7.5997  0.108
O 10.8721 -3.3806 7.3124  0.274
C 10.6719 -2.1921 7.5416  -0.449
O 9.6456 -1.6038 7.6790  0.150
C 12.0673 -1.4821 7.3944  -0.282
O 12.9396 -2.4643 6.8689  0.188
O 12.2821 -0.3212 7.6216  0.164
C 0.1125 -4.3071 7.6148  -0.164
C -0.1830 -2.7723 7.6333  -0.171
O 0.9893 -2.1367 8.0487  -0.235
S 2.0383 -3.1898 8.8044  0.769
O 1.5019 -3.3931 10.1643  -0.252
O 3.4441 -2.8139 8.6174  -0.222
O 1.5026 -4.3749 7.7789  -0.211
H -0.2385 -4.7322 6.6745  0.124
H -0.2796 -4.9060 8.4369  0.129
H -0.9862 -2.6219 8.3546  0.124
H -0.3314 -2.3711 6.6307  0.137
C 2.3240 2.7276 7.1581  -0.224
C 1.9385 1.3986 6.4272  -0.141
O 1.1730 1.7841 5.2999  -0.175
S 0.6047 3.3589 5.4092  0.766
O -0.6472 3.5895 6.1417  -0.252
O 0.8380 3.9835 4.1015  -0.248
O 1.8002 3.7515 6.4599  -0.215
H 3.3949 2.9225 7.2166  0.114
H 1.9555 2.7596 8.1834  0.119
H 1.4373 0.8912 7.2515  0.112
H 2.8852 0.9023 6.2133  0.121
C 4.6476 4.7767 5.1923  -0.176
C 4.1826 4.1123 3.8829  -0.203
O 5.2403 3.3030 3.5127  -0.198
S 5.9054 2.5670 4.8766  0.809
O 7.3840 2.5258 4.8227  -0.232
O 5.1196 1.3165 5.1425  -0.260
O 5.3208 3.7616 5.8981  -0.224
H 3.7744 5.1013 5.7582  0.123
H 5.3844 5.5533 4.9872  0.131
H 3.7151 4.6484 3.0570  0.148
H 3.4942 3.3250 4.1901  0.100
C 0.2496 1.1957 11.7237  -0.176
C 0.1093 0.1187 10.5653  -0.175
O 1.3982 0.0148 10.0550  -0.221
S 2.5674 0.4985 11.1712  0.743
O 3.3090 1.7041 10.7322  -0.262
O 3.4166 -0.6326 11.4989  -0.213
O 1.4907 0.8957 12.2914  -0.185
H -0.6416 1.1482 12.3494  0.138
H 0.3830 2.1891 11.2955  0.125
H -0.6194 0.4845 9.8419  0.144
H -0.0604 -0.7523 11.1983  0.133
C 9.4995 -8.5107 7.8925  -0.213
C 8.5144 -9.2512 7.0211  -0.220
O 8.3451 -8.4077 5.9593  -0.183
S 8.1817 -6.8529 6.4878  0.746
O 6.8202 -6.7700 6.9495  -0.225
O 8.6765 -5.9040 5.5291  -0.200
O 9.1895 -7.1865 7.7835  -0.201
H 10.5028 -8.7326 7.5287  0.140
H 9.4492 -8.7605 8.9523  0.132
H 7.4726 -9.3345 7.3308  0.130
H 8.9242 -10.2389 6.8098  0.143
C 10.4610 -2.0665 3.3142  -0.183
C 9.3822 -3.1836 3.6080  -0.155
O 8.3436 -2.7076 2.7159  -0.204
S 8.0663 -1.1363 3.1953  0.801
O 7.5041 -1.1050 4.5885  -0.272
O 7.4759 -0.3500 2.1211  -0.239
O 9.7606 -0.8443 3.2721  -0.200
H 11.0459 -2.2102 2.4057  0.125
H 11.2398 -2.0663 4.0768  0.115
H 9.0468 -3.1783 4.6452  0.103
H 9.7511 -4.2088 3.6369  0.126
C 10.1037 -5.4698 10.5703  -0.124
C 11.5967 -5.9034 10.5290  -0.136
O 11.8807 -6.9125 11.5460  -0.209
S 10.4447 -7.4087 12.3493  0.766
O 10.4626 -7.3202 13.8098  -0.257
O 9.8977 -8.6579 11.7490  -0.289
O 9.5609 -6.1962 11.6985  -0.233
H 9.5331 -5.5965 9.6502  0.112
H 10.0620 -4.3821 10.6275  0.119
H 12.4028 -5.1714 10.4800  0.130
H 11.7752 -6.4562 9.6067  0.097
C 6.0980 1.1033 10.0987  -0.172
C 6.2815 2.5621 9.6978  -0.281
O 7.1131 2.5676 8.6954  -0.157
S 8.0751 1.2794 8.5445  0.760
O 9.4887 1.5218 8.9580  -0.231
O 7.8070 0.5842 7.3081  -0.245
O 7.3734 0.5534 9.8456  -0.212
H 5.3245 0.7651 9.4092  0.123
H 5.8283 0.9896 11.1486  0.137
H 6.5959 3.2932 10.4425  0.139
H 5.3220 2.9867 9.4024  0.123
C 5.2183 -6.0280 10.0398  -0.164
C 6.3010 -5.9131 11.0524  -0.280
O 6.8703 -4.6946 10.9980  -0.155
S 5.5980 -3.6472 10.9220  0.779
O 5.8160 -2.5148 10.0349  -0.278
O 5.2848 -3.3028 12.2908  -0.211
O 4.5775 -4.7767 10.1362  -0.201
H 4.3619 -6.6908 10.1637  0.148
H 5.5632 -6.2037 9.0209  0.112
H 6.9224 -6.7993 10.9238  0.140
H 5.9790 -6.0365 12.0864  0.138
C 11.3259 -2.0202 13.0009  -0.127
C 10.3050 -2.4280 14.1144  -0.193
O 9.0260 -2.2133 13.6397  -0.192
S 8.8798 -1.2195 12.3255  0.767
O 8.7307 0.2087 12.6815  -0.246
O 8.0258 -1.7506 11.2715  -0.241
O 10.4707 -1.5092 11.9428  -0.224
H 12.0818 -2.7546 12.7228  0.122
H 11.9185 -1.1556 13.3000  0.118
H 10.5687 -1.7271 14.9065  0.123
H 10.4636 -3.4503 14.4577  0.133

The total energy is -255600.9565 eV. As for the charge: -1. For the gap between HOMO and LUMO, the calculation gives 8.83 eV.

This record from OMol25 describes a structure of composition C28H44BrCoN3P2S in a non-equilibrium geometry. The level of theory is ωB97M-V/def2-TZVPD.

Each line ends with the Mulliken spin population.
Element x y z (Å)
C 7.4368 -2.3230 1.0520  0.003
C 6.5507 -1.9900 -0.0085  0.002
C 7.0385 -2.2958 -1.3116  0.002
C 8.2171 -3.0415 -1.4599  0.000
N 8.9641 -3.4691 -0.4434  0.001
C 8.5968 -3.0786 0.7827  0.000
C 5.2327 -1.3798 0.2692  0.037
C 4.2999 -0.6163 0.5155  -0.006
C 3.3298 0.3753 0.4038  0.050
C 2.0375 -0.0713 0.2689  -0.223
C 0.9597 0.8115 -0.1268  0.190
C 1.2931 2.3803 -0.1238  -0.090
C 2.6134 2.6929 0.0584  0.046
C 3.6025 1.7483 0.2612  -0.075
Co 0.0657 -0.3636 0.9106  1.968
P -1.9149 -1.1846 0.6014  0.010
H 6.4594 -2.0200 -2.2049  0.000
H 7.1754 -2.0760 2.0771  0.000
H 8.5669 -3.3469 -2.4532  0.000
H 9.2420 -3.4169 1.5981  0.000
H 4.5906 2.2196 0.3601  -0.002
H 2.0495 -1.2140 0.2706  -0.008
H 2.8657 3.7595 0.2012  -0.001
H 0.3020 0.2344 -0.7977  0.006
C -3.3449 -0.0638 0.4805  0.002
C -4.4624 -0.8341 -0.1995  -0.001
H -3.1586 0.8642 -0.0493  -0.003
H -3.6431 0.2465 1.4794  -0.002
H -5.4313 -0.3084 -0.1700  -0.001
H -4.2300 -1.1353 -1.2326  0.002
H -4.5693 -1.8063 0.2981  0.002
C -1.7895 -2.5315 -0.6566  0.015
C -0.6280 -3.4817 -0.4611  -0.001
H -1.7778 -2.0444 -1.6113  0.005
H -2.7662 -2.9959 -0.5835  0.001
H -0.5703 -4.1381 -1.3193  0.001
H 0.3256 -2.9686 -0.3524  0.003
H -0.7596 -4.0707 0.4189  0.000
C -2.1773 -2.0914 2.1573  0.001
C -3.2801 -3.1112 2.0739  0.002
H -2.3836 -1.3604 2.9445  0.005
H -1.2237 -2.5403 2.4348  0.003
H -3.2444 -3.7940 2.9169  0.000
H -4.2479 -2.6376 2.0792  0.000
H -3.2346 -3.7117 1.1753  0.000
Br 0.2776 3.7962 0.9362  0.008
P -1.0186 1.7225 -2.9018  0.652
C -2.0490 0.2665 -2.6811  0.070
C -3.2106 0.2597 -3.6821  0.005
H -2.4553 0.2011 -1.6675  0.015
H -1.4299 -0.6221 -2.8040  -0.011
H -3.7760 -0.6857 -3.6556  0.004
H -3.8918 1.0902 -3.4759  -0.001
H -2.8154 0.3896 -4.7004  -0.001
C -1.5233 2.8225 -1.5551  0.072
C -1.4158 4.3243 -1.8706  0.018
H -0.9058 2.5336 -0.6774  0.046
H -2.6059 2.6207 -1.3574  -0.001
H -1.8329 4.8867 -1.0296  0.002
H -0.3741 4.5992 -2.0309  0.000
H -1.9818 4.5466 -2.7814  -0.005
C 0.6987 1.2797 -3.1210  0.077
C 1.3198 1.0299 -4.5032  0.037
H 0.8278 0.3433 -2.5943  0.009
H 1.2491 2.1010 -2.6232  -0.010
H 2.3980 0.9101 -4.3696  0.001
H 0.9626 0.0680 -4.8526  -0.004
H 1.1943 1.8084 -5.2574  -0.004
S -0.2137 0.2377 3.1211  0.047
C -1.5958 1.1019 3.6692  0.012
N -2.6744 0.6278 4.3281  0.007
C -3.5371 1.6688 4.8537  -0.001
C -2.8858 2.9286 4.3101  0.000
N -1.7022 2.4313 3.6468  0.009
H -2.7841 -0.3411 4.5647  0.001
H -3.5003 1.6152 5.9503  0.000
H -4.5767 1.6076 4.5211  0.000
H -2.5437 3.5997 5.0956  0.000
H -3.5204 3.4453 3.5959  0.000
H -1.0855 2.9653 3.0753  -0.001

The total energy is -171281.3628 eV. The spin multiplicity is 4. As for the charge: +2. For the gap between HOMO and LUMO (spin up / spin down), the calculation gives 6.82 / 4.85 eV.

Record-wise relative energy (zero: lowest compared OMol25 entry of this formula, charge and spin) values, in kcal per mole: 6.7, 109.9